DFT (wB97M-V/def2-TZVPD) results for C34H41BN8S2Ti as an isolated structure in a non-equilibrium geometry.

The geometry in XYZ format:
```
87
Properties=species:S:1:pos:R:3
Ti -0.109 -1.127 -0.094
C 1.433 -2.866 -0.480
C 0.773 -3.180 0.742
C -0.622 -3.403 0.403
C -0.728 -3.190 -1.010
C 0.529 -2.894 -1.566
C 0.867 -2.957 -3.040
C 2.218 -2.297 -3.320
C -0.228 -2.290 -3.881
C 0.964 -4.436 -3.440
C -1.826 -4.094 1.094
C -3.151 -3.597 0.488
C -1.948 -3.909 2.607
C -1.759 -5.603 0.787
C 1.619 -3.497 1.987
C 1.256 -2.714 3.262
C 1.579 -5.011 2.265
C 3.088 -3.152 1.709
H 2.491 -2.699 -0.582
H -1.629 -3.331 -1.585
H 2.234 -1.258 -2.989
H 2.430 -2.319 -4.396
H 3.028 -2.829 -2.807
H -0.436 -1.277 -3.530
H -1.168 -2.851 -3.822
H 0.074 -2.246 -4.935
H 1.732 -4.941 -2.844
H 1.224 -4.535 -4.503
H 0.010 -4.944 -3.264
H -3.154 -2.518 0.349
H -3.982 -3.881 1.144
H -3.339 -4.046 -0.494
H -2.004 -2.847 2.871
H -1.126 -4.360 3.157
H -2.873 -4.386 2.948
H -1.691 -5.758 -0.294
H -2.669 -6.103 1.152
H -0.897 -6.084 1.248
H 0.211 -2.466 3.329
H 1.801 -1.771 3.296
H 1.534 -3.294 4.154
H 0.632 -5.316 2.710
H 2.378 -5.280 2.969
H 1.720 -5.579 1.338
H 3.197 -2.111 1.390
H 3.526 -3.803 0.944
H 3.659 -3.286 2.635
C 2.160 1.330 -2.552
C 0.880 0.870 -2.202
N 0.898 0.354 -0.975
N 2.181 0.495 -0.497
C 2.945 1.062 -1.458
B 2.402 0.948 1.001
N 1.368 0.297 1.980
C 1.364 0.685 3.278
C 0.107 0.505 3.794
C -0.643 -0.002 2.719
N 0.105 -0.133 1.622
N 2.215 2.506 1.060
C 3.164 3.469 1.065
C 2.532 4.691 0.965
C 1.159 4.353 0.900
N 0.977 3.040 0.958
H 2.462 1.790 -3.482
H -0.060 0.924 -2.733
H 3.986 1.279 -1.263
H 3.548 0.713 1.347
H 2.263 1.087 3.727
H -0.234 0.710 4.799
H -1.687 -0.260 2.683
H 4.214 3.215 1.133
H 2.988 5.672 0.938
H 0.296 5.002 0.797
S -2.202 -0.353 -1.004
C -3.024 0.928 -0.090
C -3.717 0.587 1.067
C -4.444 1.496 1.835
C -5.137 1.051 3.026
N -5.679 0.674 3.969
C -4.484 2.827 1.403
C -3.814 3.196 0.254
C -3.063 2.296 -0.556
S -2.303 2.879 -1.987
C -5.259 3.826 2.127
N -5.873 4.615 2.695
H -3.705 -0.447 1.389
H -3.864 4.225 -0.069
```

The total energy comes out at -93310.8464 eV. The calculation puts the relative energy (zero: lowest compared OMol25 entry of this formula, charge and spin) at 36.4 kcal per mole. The multiplicity is 3. The HOMO energy (spin up / spin down) is -0.366 / -1.188 eV. The HOMO-LUMO gap (spin up / spin down) is 4.472 / 5.288 eV. Its total charge is -2. Its LUMO energy (spin up / spin down) is 0.151 / 0.151 Eh. Its expectation value of S² is 2.014.

DFT (wB97M-V/def2-TZVPD) results for C23H28AuN3OPSe as an isolated structure in a non-equilibrium geometry.

The geometry in XYZ format:
```
58
Properties=species:S:1:pos:R:3
Au -0.058 0.268 0.151
N 1.348 -0.029 2.739
P 0.435 -1.351 2.169
C 0.404 -2.229 3.770
C 1.557 -2.827 4.279
C 1.521 -3.453 5.514
C 0.338 -3.488 6.243
C -0.810 -2.896 5.740
C -0.778 -2.265 4.504
C 1.537 -2.390 1.168
C 2.712 -1.905 0.609
C 3.516 -2.743 -0.153
C 3.147 -4.063 -0.355
C 1.974 -4.553 0.208
C 1.170 -3.719 0.965
C 1.926 1.093 2.156
C 2.838 1.842 2.905
C 3.419 2.948 2.328
C 3.084 3.302 1.023
C 2.172 2.523 0.357
N 1.605 1.433 0.903
H 1.619 -0.160 3.704
H 2.476 -2.821 3.704
H 2.414 -3.924 5.903
H 0.311 -3.983 7.204
H -1.730 -2.926 6.307
H -1.674 -1.804 4.106
H 3.010 -0.874 0.750
H 4.431 -2.360 -0.587
H 3.775 -4.717 -0.947
H 1.687 -5.585 0.057
H 0.253 -4.099 1.402
H 3.081 1.550 3.917
H 4.131 3.536 2.892
H 3.515 4.165 0.539
H 1.857 2.752 -0.652
Se -1.535 -1.313 1.342
C -2.153 2.705 -3.670
C -1.499 2.106 -2.517
N -0.993 1.627 -1.608
H -1.556 2.530 -4.564
H -2.264 3.776 -3.515
H -3.136 2.258 -3.802
C -1.024 -1.907 -2.991
C 0.296 -2.146 -2.283
O 1.021 -0.938 -2.061
C 1.783 -0.523 -3.183
C 2.463 0.781 -2.840
H -1.569 -2.846 -3.094
H -0.882 -1.493 -3.990
H -1.639 -1.217 -2.410
H 0.927 -2.848 -2.839
H 0.116 -2.572 -1.295
H 1.139 -0.401 -4.061
H 2.522 -1.297 -3.421
H 1.717 1.552 -2.640
H 3.094 1.115 -3.664
H 3.088 0.661 -1.953
```

The total energy comes out at -109146.5275 eV. The calculation puts the relative energy (zero: lowest compared OMol25 entry of this formula, charge and spin) at 7.0 kcal per mole. The HOMO energy is -11.202 eV. The HOMO-LUMO gap is 8.967 eV. Its total charge is +1. Its LUMO energy is -0.082 Eh.

DFT (wB97M-V/def2-TZVPD) results for an isolated molecule of C6H16N2 in a non-equilibrium geometry.

The geometry in XYZ format:
```
24
Properties=species:S:1:pos:R:3
C -3.517 -0.830 0.582
C -2.207 -1.471 0.116
N -1.010 -0.734 0.561
C -0.138 -0.344 -0.572
C 1.191 0.253 0.014
C 2.357 -0.725 -0.258
N 1.420 1.538 -0.732
C 1.829 2.615 0.165
H -3.385 -0.248 1.494
H -4.376 -1.485 0.708
H -3.781 -0.112 -0.203
H -2.231 -1.505 -0.975
H -2.127 -2.507 0.456
H -0.437 -1.358 1.110
H -0.574 0.369 -1.258
H 0.142 -1.260 -1.106
H 1.066 0.490 1.065
H 2.048 -1.765 -0.200
H 2.776 -0.510 -1.237
H 3.142 -0.605 0.485
H 2.121 1.379 -1.442
H 2.852 2.533 0.555
H 1.149 2.704 1.011
H 1.690 3.578 -0.340
```

The total energy comes out at -9460.6284 eV. The calculation puts the relative energy (zero: lowest compared OMol25 entry of this formula, charge and spin) at 33.3 kcal per mole. The HOMO energy is -8.552 eV. The HOMO-LUMO gap is 9.634 eV. Its LUMO energy is 0.040 Eh. As for the SMILES: CCNC[C@@H](C)NC.

DFT (wB97M-V/def2-TZVPD) results for C31H47BrN2P2Sr as an isolated structure in a non-equilibrium geometry.

The geometry in XYZ format:
```
84
Properties=species:S:1:pos:R:3
N 5.058 4.572 -7.253
C 5.715 4.741 -6.110
C 5.303 4.184 -4.896
C 4.221 3.263 -4.890
C 3.560 3.082 -6.132
C 4.020 3.745 -7.281
C 3.840 2.484 -3.697
Sr 3.009 0.228 -1.124
P -0.476 -5.093 0.293
C 3.159 1.263 -3.731
C 1.780 1.108 -3.262
C 1.155 -0.147 -3.450
C -0.113 -0.386 -2.943
C -0.634 0.459 -1.936
C 0.145 1.597 -1.539
C 1.228 2.021 -2.301
Br -0.035 -1.228 -0.044
H 4.217 2.856 -2.723
H 3.579 0.468 -4.392
H 5.814 4.461 -3.977
H 2.688 2.439 -6.184
H 6.595 5.377 -6.140
H 3.519 3.599 -8.239
H 1.639 -0.899 -4.071
H 1.590 3.053 -2.200
H -0.663 -1.300 -3.217
H -0.210 2.221 -0.710
P -2.425 0.796 -1.778
C 1.192 -4.378 0.286
C 2.195 -5.539 0.343
H 1.275 -3.730 1.170
H 1.299 -3.773 -0.625
H 3.195 -5.158 0.558
H 1.935 -6.248 1.141
H 2.253 -6.066 -0.616
C -1.147 -4.904 -1.390
C -2.225 -5.960 -1.641
H -0.315 -5.025 -2.092
H -1.523 -3.880 -1.490
H -2.516 -5.978 -2.691
H -1.860 -6.961 -1.387
H -3.136 -5.752 -1.071
C -1.548 -4.018 1.336
C -1.819 -4.673 2.695
H -2.488 -3.870 0.778
H -1.024 -3.048 1.418
H -2.427 -3.997 3.306
H -2.363 -5.620 2.582
H -0.889 -4.869 3.240
C -2.650 1.130 -0.035
C -4.045 1.633 0.295
H -1.896 1.863 0.285
H -2.412 0.217 0.538
H -4.089 2.722 0.370
H -4.798 1.354 -0.443
H -4.395 1.229 1.250
C -3.399 -0.545 -2.512
C -3.199 -0.729 -4.015
H -4.442 -0.238 -2.317
H -3.189 -1.450 -1.910
H -3.700 0.070 -4.567
H -2.160 -0.693 -4.340
H -3.638 -1.674 -4.355
C -2.693 2.216 -2.853
C -2.375 3.579 -2.297
H -3.747 2.132 -3.140
H -2.099 2.044 -3.761
H -1.763 4.136 -3.013
H -3.287 4.138 -2.083
H -1.826 3.542 -1.364
N 1.646 1.180 1.212
C 1.194 1.368 2.581
C 1.703 0.480 3.538
C 1.064 0.354 4.779
C -0.083 1.111 5.057
C -0.549 2.050 4.118
C 0.101 2.212 2.890
H 1.392 2.020 0.673
H 0.976 0.433 0.852
H 2.569 -0.138 3.252
H 1.466 -0.342 5.524
H -0.613 0.972 5.995
H -1.438 2.649 4.355
H -0.256 2.929 2.152
```

The total energy comes out at -125329.5003 eV. The calculation puts the relative energy (zero: lowest compared OMol25 entry of this formula, charge and spin) at 6.4 kcal per mole. The HOMO energy (spin up / spin down) is -11.171 / -11.171 eV. The HOMO-LUMO gap (spin up / spin down) is 3.772 / 3.607 eV. Its total charge is +2. Its LUMO energy (spin up / spin down) is -0.272 / -0.278 Eh.